Record 1
C3H4IN2P | ωB97M-V with the def2-TZVPD basis set

Structure (XYZ):
```
11
Properties=species:S:1:pos:R:3:forces:R:3
C 0.56964 0.92245 -0.34087 0.1222 0.4249 0.1187
C 0.71216 -0.37761 -0.92849 0.4202 0.2625 1.5755
C -0.40105 0.80324 0.61117 0.0881 -2.3583 -1.9109
N -0.04428 -1.21584 -0.28411 -0.9956 -1.3148 -0.7093
N -0.79503 -0.53669 0.56058 0.3637 1.8961 0.8638
P -1.98511 -1.27301 1.50913 -0.3810 0.9023 1.5763
I -3.96780 -1.11230 0.19131 -1.1703 0.5050 -0.6033
H 1.03890 1.88778 -0.42995 0.3341 -0.1864 -0.8271
H 1.34615 -0.94724 -1.55745 1.0167 0.7422 -0.9928
H -1.05041 1.54710 0.93745 -0.6461 1.0706 1.2792
H -1.86092 -2.43494 0.87029 0.8481 -1.9440 -0.3700
```
Positions in Å, forces in eV/Å.

E_LUMO ... 0.03 eV
ΔE to the lowest compared entry with this formula, charge and spin ... 0.0 kcal per mole
Structure (SMILES) ... IPn1cccn1
HOMO ... -9.238 eV
Calculated total energy ... -23544.4130 eV

These are the natural (NBO) partial charges, in e, on atoms 1 to 2: atom 1 (C): -0.310, atom 2 (C): -0.055



Record 2
CH5ClMnO4 | ωB97M-V with the def2-TZVPD basis set

Structure (XYZ):
```
12
Properties=species:S:1:pos:R:3:forces:R:3
Mn -0.60468 0.25526 0.13631 -0.2630 0.0566 0.5017
C -0.44150 0.06365 -2.13840 -0.2490 0.0092 -0.2596
H 0.54198 0.20023 -1.66393 0.4699 -0.1229 -0.2843
H -0.54668 -0.94759 -2.53077 0.2052 -0.0053 0.0813
H -0.50842 0.78623 -2.95753 0.0290 -0.0770 0.2303
H -1.47583 0.36008 -1.38961 1.3126 -0.4638 -1.9589
H -2.12386 0.67339 -0.68222 -1.1905 0.5079 2.1039
O 0.53613 -0.36620 3.62518 0.2892 0.1408 -1.5443
Cl 1.06815 -0.29010 2.29055 0.2909 -0.1724 1.1003
O 2.48095 -0.52365 2.27967 -1.2510 0.2520 -0.3937
O 0.34828 -1.24358 1.37417 0.2194 0.3317 0.2807
O 0.72546 1.03228 1.65656 0.1372 -0.4569 0.1426
```
Positions in Å, forces in eV/Å.

2S+1 ... 6
E_LUMO (alpha / beta) ... 0.38 / -0.88 eV
<S²> ... 8.756
ΔE to the lowest compared entry with this formula, charge and spin ... 1.0 kcal per mole
HOMO (alpha / beta) ... -8.524 / -9.570 eV
Calculated total energy ... -53140.4508 eV

These are the natural (NBO) partial charges, in e, on atoms 1 to 2: atom 1 (Mn): 1.435, atom 2 (C): -1.042



- The highest ΔE to the lowest compared entry with this formula, charge and spin belongs to which entry?
  CH5ClMnO4



- Which of these has the lowest ΔE to the lowest compared entry with this formula, charge and spin?
  C3H4IN2P



- The lowest ΔE to the lowest compared entry with this formula, charge and spin belongs to which entry?
  C3H4IN2P



- What is the formula in the second record?
  CH5ClMnO4